1.
113
Properties=species:S:1:pos:R:3:forces:R:3 method="wB97M-V/def2-TZVPD" homo_lumo_gap_ev="4.173 / 6.505" fmax_ev_per_a=3.28 lumo_energy_ev="2.4 / 2.2" charge=-1 spin_multiplicity=4
Ti 1.621732 -17.760982 -7.588604 0.5 -1.0 -0.7
C 5.119903 -14.790964 -8.658123 1.1 0.2 0.0
C 3.940690 -15.685774 -8.386629 -0.5 -0.6 0.9
N 3.983989 -17.016135 -8.117307 0.2 0.2 -0.3
N 5.196850 -17.615082 -8.610520 -1.0 0.9 -1.3
C 6.127330 -18.326546 -7.939536 -1.4 0.2 0.3
N 7.380763 -18.149436 -8.472846 2.0 -1.2 0.9
S 5.758904 -19.276485 -6.592911 0.6 0.9 -0.5
C 2.662167 -15.044051 -8.355609 0.7 0.6 0.4
C 2.612148 -13.612486 -8.511992 0.1 -0.7 0.3
C 1.405267 -13.039652 -8.789724 0.1 -0.6 -0.6
C 0.208623 -13.795545 -8.677141 0.2 -1.5 0.3
C 0.281622 -15.172898 -8.357456 1.4 2.2 -0.5
N 1.515338 -15.779039 -8.233339 -1.7 0.1 -0.4
H 6.041415 -15.394948 -8.885994 -0.8 0.8 0.6
H 5.313729 -13.974694 -7.858935 -0.2 -1.6 -1.0
H 4.874655 -14.231738 -9.562206 0.3 0.1 -0.1
H 5.342477 -17.398706 -9.624050 0.2 -0.2 1.5
H 7.522927 -18.225588 -9.483296 -0.3 0.0 0.6
H 8.125934 -18.621106 -7.893476 -1.4 0.4 -1.3
H 3.550343 -13.051837 -8.369960 -0.8 -0.2 -0.7
H 1.395311 -12.119480 -9.348784 -0.2 0.8 0.7
H -0.736621 -13.285201 -8.814846 -0.1 -0.3 -0.1
H -0.619252 -15.773738 -8.270681 0.5 -0.1 0.1
C 0.665579 -22.585605 -8.028309 0.1 -0.8 -0.9
Sb 2.653370 -21.879282 -7.327445 -0.1 0.9 -0.4
C -0.196865 -18.304092 -7.284735 0.4 0.9 1.1
C -0.743212 -18.672108 -8.533138 0.0 0.1 -1.8
C -1.561710 -19.795851 -8.821983 -1.3 0.0 -0.9
C -2.252349 -19.827358 -10.047481 0.2 -0.3 -0.7
C -2.090910 -18.790333 -11.010617 -0.3 -0.9 1.5
C -1.131571 -17.835247 -10.684220 0.4 -0.6 -1.3
N -0.388316 -17.839536 -9.601422 -0.7 -0.2 1.6
Si -1.331346 -18.403185 -5.810397 0.1 -1.2 -0.5
C -1.167540 -20.166719 -5.163398 0.4 0.6 1.4
C -3.141706 -18.250225 -6.403436 0.7 -0.2 1.0
C -1.096051 -17.244037 -4.308786 -1.7 0.1 0.5
C 4.384552 -23.224814 -7.894441 -1.0 -0.7 1.2
C 5.094252 -22.284675 -8.767740 3.1 0.1 -0.1
C 6.505632 -22.341575 -8.894577 -0.3 1.1 -1.6
C 7.198989 -21.703379 -9.946104 -0.8 -1.0 1.1
C 6.450992 -20.901315 -10.872274 0.1 0.3 0.7
C 5.178173 -20.558758 -10.529415 -0.7 -0.2 -1.1
N 4.505470 -21.199300 -9.513081 0.9 -0.4 -0.3
Si 5.261777 -23.645620 -6.088450 -1.0 -0.2 -1.1
C 6.161361 -25.325673 -6.132969 0.1 0.1 -1.0
C 3.844662 -23.934120 -4.858826 0.9 -1.3 0.2
C 6.443790 -22.379084 -5.370096 0.5 1.2 -0.5
Si 3.603538 -24.812850 -8.741094 1.1 -0.2 0.7
C 4.786450 -26.395178 -9.027820 0.2 1.4 -1.2
C 2.217409 -25.490429 -7.585102 0.5 2.1 0.2
C 3.078836 -24.137880 -10.430550 -0.4 -0.5 0.5
H 0.109396 -23.040258 -7.182858 0.5 0.1 -0.4
H 0.744449 -23.328081 -8.895957 -0.4 1.1 1.2
H 0.083925 -21.687810 -8.318826 0.6 -0.4 -0.1
H -1.811117 -20.608835 -8.113565 0.5 0.8 -0.2
H -2.872577 -20.732813 -10.306198 0.5 1.1 0.4
H -2.670580 -18.734784 -11.928989 0.2 -0.1 0.2
H -0.880394 -17.102004 -11.454682 0.1 0.1 0.2
H -1.406322 -20.990570 -5.815267 0.3 -0.2 -0.5
H -1.876470 -20.249871 -4.331894 0.1 -0.1 0.2
H -0.133451 -20.240890 -4.734591 -0.8 -0.3 -0.4
H -3.401247 -19.106702 -7.018026 -0.1 0.1 -0.1
H -3.207168 -17.329690 -6.936943 -0.3 0.7 -0.8
H -3.837866 -18.161785 -5.569714 0.0 -0.2 0.2
H -1.107110 -17.764980 -3.325223 0.0 -0.2 -0.7
H -2.087270 -16.643834 -4.276875 1.8 -0.4 -0.1
H -0.197298 -16.638925 -4.279603 -0.3 0.5 -0.5
H 7.184664 -22.859726 -8.244823 -0.4 -0.8 0.5
H 8.237878 -22.005415 -10.036865 0.0 0.5 -0.3
H 6.952019 -20.522372 -11.736427 -0.1 0.4 -0.5
H 4.472833 -19.883997 -11.085596 1.1 -0.6 0.4
H 6.782043 -25.355955 -7.048492 0.1 0.2 0.5
H 5.483264 -26.192391 -6.306902 0.4 0.5 0.8
H 6.838919 -25.393199 -5.264148 -0.5 -0.4 -0.2
H 4.336505 -23.924531 -3.853965 -0.6 0.1 -0.5
H 3.545039 -24.997437 -5.061766 -0.1 0.9 0.4
H 2.989228 -23.264415 -4.920629 0.1 -0.1 0.3
H 5.844596 -21.631122 -4.791392 0.6 -0.9 0.2
H 6.864389 -21.674350 -6.131249 -0.1 -0.8 0.3
H 7.318881 -22.831743 -4.817773 -1.2 0.5 -0.3
H 5.009212 -26.467163 -10.117772 0.0 0.2 0.5
H 4.393180 -27.358060 -8.791477 -0.9 -0.6 0.4
H 5.751648 -26.386863 -8.527050 0.0 0.4 0.0
H 2.419372 -26.499387 -7.328158 0.2 -0.9 0.4
H 1.358905 -25.474814 -8.235106 -0.8 0.0 0.1
H 2.043090 -24.846517 -6.652665 0.1 -1.0 -1.5
H 2.200968 -23.500096 -10.314838 0.2 0.3 0.0
H 2.791509 -24.885978 -11.158284 0.0 -0.5 -0.1
H 3.906341 -23.581119 -10.857185 0.1 0.3 0.0
C 5.430199 -14.676465 -2.775376 2.0 1.4 2.1
C 3.984089 -14.493427 -2.587519 -1.3 0.4 0.6
C 3.401129 -13.344827 -2.020063 -1.6 -0.1 0.2
C 1.976668 -13.321761 -1.789602 1.4 -2.0 -0.8
Cl 1.125571 -11.914388 -1.275361 0.2 0.3 0.3
C 1.229176 -14.492713 -2.047395 1.3 0.7 -0.6
C 1.798457 -15.598491 -2.704571 0.2 1.1 1.2
C 3.167707 -15.589127 -2.909067 -0.2 -0.6 -0.9
O 3.835055 -16.638869 -3.503271 -0.3 0.1 0.2
C 3.158806 -17.808535 -3.918791 -0.1 -0.1 -0.2
C 2.448435 -17.679599 -5.270895 0.2 -2.3 -1.5
O 2.016462 -16.637415 -5.814686 0.3 -0.2 1.0
O 2.424702 -18.800559 -5.982098 -0.3 2.4 1.6
H 5.695420 -15.689951 -2.953747 0.1 -0.7 -0.2
H 5.961458 -14.385794 -1.785352 -0.7 -0.3 -1.6
H 5.874868 -14.072719 -3.564011 -0.1 0.1 -0.1
H 3.985036 -12.464851 -1.691235 -0.2 -0.7 -0.5
H 0.199546 -14.524557 -1.790350 -0.8 0.1 0.0
H 1.158828 -16.422838 -2.958655 0.1 -0.2 0.0
H 2.554516 -18.292725 -3.109670 0.1 0.5 -0.7
H 3.930594 -18.520966 -4.214246 0.2 0.1 0.4
S 2.381223 -19.426693 -9.598503 -0.2 0.7 0.0
C 3.296395 -20.721639 -9.072874 -2.1 -1.1 2.3

***

2.
115
Properties=species:S:1:pos:R:3:forces:R:3 method="wB97M-V/def2-TZVPD" homo_lumo_gap_ev=7.378 fmax_ev_per_a=5.53 lumo_energy_ev=-5.6 charge=+2 spin_multiplicity=1
Ba -0.550119 -0.047862 -0.081830 4.0 3.8 0.3
C 3.782739 -0.114687 2.415756 -0.2 0.2 0.1
C 3.364617 -1.507479 2.863410 -0.2 0.0 -0.2
S 2.358118 -2.472398 1.684718 0.1 -0.1 0.0
C 3.614400 -2.830894 0.397100 -0.2 0.1 0.1
C 3.252923 -2.233344 -0.957003 -0.1 0.3 0.0
S 2.572424 -0.563588 -0.691064 0.2 -0.1 -0.5
C 3.153466 0.333105 -2.168797 0.0 -0.2 0.2
C 2.375841 1.634242 -2.332221 -0.1 0.2 0.3
S 1.791558 2.412151 -0.784364 0.2 0.0 0.0
C 3.337772 2.521953 0.189160 -0.2 0.1 -0.2
C 3.065164 2.523316 1.684970 -0.2 -0.4 0.0
S 2.339109 0.993743 2.363334 0.1 -0.1 0.0
H 4.257083 -0.130999 1.435436 0.0 0.0 0.0
H 4.478498 0.293325 3.150558 0.1 0.0 0.0
H 2.758101 -1.452853 3.768144 0.1 0.0 0.0
H 4.247649 -2.107653 3.078889 0.0 0.0 0.1
H 3.711567 -3.912425 0.315058 0.1 0.0 0.0
H 4.556948 -2.425992 0.762107 0.0 0.0 0.0
H 2.517164 -2.846725 -1.468185 0.1 -0.1 -0.1
H 4.136900 -2.152282 -1.589679 0.0 -0.1 0.0
H 2.986754 -0.294084 -3.039418 0.1 0.0 -0.1
H 4.222076 0.518040 -2.058573 0.0 0.0 0.0
H 1.453808 1.453715 -2.886911 0.0 0.0 -0.1
H 2.971302 2.367691 -2.872759 0.0 0.0 -0.1
H 3.826206 3.456684 -0.086563 0.1 0.0 0.0
H 3.973838 1.685305 -0.091669 0.1 0.0 0.0
H 2.350497 3.308890 1.935119 0.1 0.1 0.1
H 3.987710 2.718899 2.231067 0.0 0.1 0.0
C -4.132153 3.831527 5.413719 0.0 0.1 0.0
C -3.250577 4.683264 4.482859 -0.1 0.0 0.1
C -2.227339 5.440249 5.332462 -0.1 -0.1 -0.1
C -4.116707 5.703094 3.729251 0.1 0.0 0.0
C -2.587073 3.740466 3.494584 0.2 -0.1 0.0
C -1.219229 3.493098 3.472079 -0.1 0.1 0.0
C -0.706759 2.572855 2.575859 0.0 0.0 0.0
N -1.439449 1.880465 1.706282 -0.2 0.1 0.1
C -2.760909 2.119306 1.703015 0.0 0.3 0.3
C -3.348758 3.032360 2.566075 0.0 0.0 -0.1
C -3.582083 1.377636 0.714959 -0.3 -0.1 -0.1
C -4.942753 1.173737 0.904404 0.0 0.0 0.0
C -5.712060 0.510524 -0.051883 0.1 0.0 0.0
C -5.040837 0.084310 -1.196871 0.0 0.0 0.0
C -3.679890 0.297758 -1.297299 0.0 0.0 -0.1
N -2.949318 0.913219 -0.371188 -0.7 0.5 -0.1
C -7.203391 0.315752 0.151497 -0.2 0.0 0.0
C -7.494555 -0.160531 1.582953 0.1 0.0 0.0
C -7.779054 -0.711475 -0.828778 0.1 0.1 0.0
C -7.888426 1.673549 -0.082855 0.0 -0.1 0.0
H -4.588489 4.469194 6.171362 0.0 0.0 0.0
H -3.535094 3.071542 5.920861 0.0 0.0 0.0
H -4.931306 3.332073 4.863479 0.0 0.0 0.0
H -2.752828 6.104089 6.017942 0.0 0.0 0.0
H -1.571045 6.053090 4.711933 0.0 0.0 0.0
H -1.622156 4.759994 5.933731 0.0 0.0 0.0
H -4.564301 6.397948 4.439750 0.0 0.0 0.0
H -4.927503 5.225893 3.177936 0.0 0.0 0.0
H -3.511654 6.277423 3.025886 0.0 0.0 0.0
H -0.541911 4.008021 4.136852 0.0 0.0 0.0
H 0.352225 2.365336 2.568561 0.0 0.0 0.0
H -4.411123 3.218701 2.502212 0.0 0.0 0.0
H -5.409971 1.523317 1.812945 0.0 0.0 0.0
H -5.559899 -0.413266 -2.003365 0.0 0.0 0.0
H -3.131886 -0.042055 -2.173016 -0.1 0.0 0.0
H -6.940942 -1.073079 1.815832 0.0 0.0 0.0
H -8.557167 -0.380555 1.680126 0.0 0.0 0.0
H -7.252296 0.594571 2.331059 0.0 0.0 0.0
H -7.242855 -1.661341 -0.771218 0.0 0.0 0.0
H -7.751602 -0.347452 -1.856785 0.0 0.0 0.0
H -8.821978 -0.902474 -0.579739 0.0 0.0 0.0
H -7.534491 2.424496 0.625403 0.0 0.0 0.0
H -8.966121 1.565748 0.043744 0.0 0.0 0.0
H -7.697012 2.036632 -1.093723 0.0 0.0 0.0
C 2.498166 -2.364809 -5.801140 0.1 0.2 -0.1
O 1.770099 -3.158982 -4.847441 0.0 -0.3 0.0
C 1.122374 -2.534889 -3.889936 -0.1 0.5 -0.2
O 1.004821 -1.323635 -3.813397 0.1 -0.1 0.0
C 0.384587 -3.415418 -2.943252 0.1 -0.1 0.2
C 0.641999 -4.704997 -2.727096 -0.1 0.1 0.0
As -0.520261 -6.058057 -1.915551 0.0 0.0 0.0
C 0.681672 -6.402283 -0.386125 0.0 0.0 0.0
C -1.764917 -4.922650 -0.875910 0.1 0.2 0.0
C -1.711507 -3.587723 -0.748610 0.0 -0.3 -0.1
As -0.936960 -2.320561 -2.035670 -0.2 -1.4 -1.3
C -2.350632 -2.536951 -3.385285 -0.1 0.1 0.1
C -2.308689 -2.805953 0.361094 -0.3 -0.4 0.2
O -1.968225 -1.620397 0.510620 -2.4 -2.7 1.0
O -3.105774 -3.398241 1.190594 0.1 -0.1 -0.1
C -3.693124 -2.612523 2.246279 -0.1 0.2 0.2
C -2.821570 -5.809594 -0.262320 -0.2 -0.2 0.3
O -3.985314 -5.528623 -0.207197 0.1 0.1 -0.1
O -2.311494 -7.003284 0.050313 0.2 0.2 0.1
C -3.226349 -8.009934 0.527344 -0.2 -0.1 0.0
C 1.921568 -5.343940 -3.182169 0.2 -0.1 -0.2
O 3.010306 -4.897074 -2.932961 0.0 0.1 0.0
O 1.683158 -6.515047 -3.768845 -0.1 0.1 0.0
C 2.817646 -7.264496 -4.246307 0.2 0.0 0.0
H 2.583918 -2.968395 -6.697913 0.0 0.0 0.0
H 3.489564 -2.150343 -5.404335 0.0 0.0 0.0
H 1.968975 -1.438496 -6.008594 0.0 0.0 0.0
H 1.630558 -6.763032 -0.783416 0.0 0.0 0.0
H 0.254589 -7.169708 0.251758 -0.1 0.0 0.0
H 0.849190 -5.492194 0.188396 0.0 0.0 0.0
H -2.373426 -3.572894 -3.717735 0.0 0.0 0.0
H -2.133910 -1.885640 -4.231375 0.0 0.0 0.0
H -3.320039 -2.272524 -2.964880 0.0 0.0 0.0
H -4.206667 -3.319993 2.887019 0.0 0.0 0.0
H -4.404976 -1.905974 1.819173 0.0 0.0 0.0
H -2.928090 -2.071791 2.799582 0.0 -0.1 0.0
H -2.777540 -8.969402 0.293088 0.1 0.0 0.0
H -4.189467 -7.903873 0.035890 0.0 0.0 0.0
H -3.348198 -7.907126 1.603877 0.0 0.0 0.0
H 2.519961 -8.307580 -4.243759 -0.1 0.0 0.0
H 3.678441 -7.101985 -3.602960 0.0 0.0 0.0
H 3.054750 -6.948493 -5.260226 0.0 0.0 0.0